Entry 1:
# C3H9NOS

One molecule with the formula C3H9NOS at a distorted geometry (ωB97M-V/def2-TZVPD, the OMol25 dataset).

## Properties
Energy: -647.843630 hartree
Energy above the lowest of the compared OMol25 structures with the same formula, charge and spin: 34.2 kcal per mole
Highest occupied orbital energy: -9.04 eV
E_LUMO: 0.034 Ha
SMILES: OCNCCS
Gap between HOMO and LUMO: 9.979 eV
Charge: 0

Positions of all 15 atoms, in Å:
O -2.677 -0.034 -1.918
C -1.239 -0.217 -2.000
N -0.760 -0.773 -0.781
C -0.050 0.227 0.088
C 0.921 -0.538 1.012
S 1.946 0.620 1.925
H -3.221 -0.445 -2.599
H -0.875 0.781 -2.219
H -1.097 -0.915 -2.831
H -1.517 -1.092 -0.203
H -0.823 0.649 0.730
H 0.456 0.994 -0.486
H 1.403 -1.355 0.469
H 0.303 -1.184 1.644
H 2.870 0.927 0.983

Results of the Mulliken charge analysis, in e, for atoms 1 through 5:
1 O -0.58
2 C -0.19
3 N -0.39
4 C -0.47
5 C -0.75


Entry 2:
# C9H11O3

A 2-piece molecular cluster, C9H11O3 overall at a distorted geometry (ωB97M-V/def2-TZVPD, the OMol25 dataset).

## Properties
Energy: -575.149346 hartree
Energy above the lowest of the compared OMol25 structures with the same formula, charge and spin: 52.6 kcal per mole
Highest occupied orbital energy (spin up / spin down): -8.31 / -8.29 eV
E_LUMO (spin up / spin down): 0.026 / -0.136 Ha
Multiplicity: 2
Gap between HOMO and LUMO (spin up / spin down): 9.021 / 4.601 eV
Charge: 0

Positions of all 23 atoms, in Å:
C -0.406 -2.755 3.916
C -0.340 -2.148 2.516
O 0.622 -1.442 2.083
O -1.233 -2.613 1.788
H -0.059 -2.050 4.587
H 0.212 -3.651 4.048
H -1.453 -3.026 4.121
C 0.970 3.505 -1.349
C -1.221 0.387 -2.030
C -0.385 -0.612 -1.476
C -0.846 1.725 -1.896
C 0.512 2.032 -1.375
C 0.900 -0.320 -1.054
C 1.342 0.968 -0.983
O -0.638 -1.920 -1.786
H -2.154 0.076 -2.484
H -1.442 2.542 -2.192
H 1.431 -1.246 -0.656
H -1.362 -2.236 -1.052
H 0.285 4.143 -0.706
H 0.997 3.898 -2.381
H 2.299 1.237 -0.683
H 1.970 3.504 -0.956

Results of the Mulliken charge analysis, in e, for atoms 1 through 5:
1 C -0.99
2 C 0.80
3 O -0.26
4 O -0.47
5 H 0.37


Entry 3:
# C29H49B3BrNO20

C29H49B3BrNO20 as an isolated structure at a distorted geometry (ωB97M-V/def2-TZVPD, the OMol25 dataset).

## Properties
Energy: -5342.843516 hartree
Highest occupied orbital energy: -9.30 eV
E_LUMO: 0.011 Ha
Gap between HOMO and LUMO: 9.600 eV
Charge: 0

Positions of all 103 atoms, in Å:
C -0.314 -1.644 2.216
C 0.228 -2.523 1.113
C -0.869 -3.454 0.593
B -2.205 -2.771 0.158
O -2.401 -1.430 -0.061
B -3.720 -1.028 -0.046
C -4.255 0.199 -0.864
C -5.018 1.031 0.096
N -4.422 1.426 1.133
O -4.649 -1.735 0.683
B -4.222 -3.001 0.960
C -4.616 -3.749 2.282
C -6.026 -3.606 2.780
O -6.329 -3.850 3.908
Br -7.411 -2.997 1.559
O -3.360 -3.545 0.034
O 0.731 -1.730 0.055
C 2.042 -2.112 -0.283
C 3.095 -1.395 0.511
C 4.390 -1.767 0.412
C 5.328 -1.169 1.167
C 4.966 -0.191 2.011
C 3.699 0.206 2.074
C 2.758 -0.396 1.329
H 0.472 -1.419 2.915
H -0.674 -0.709 1.828
H -1.102 -2.137 2.763
H 0.991 -3.144 1.562
H -1.147 -4.123 1.396
H -0.488 -4.096 -0.186
H -3.450 0.752 -1.315
H -4.917 -0.218 -1.603
H -6.056 1.266 -0.110
H -5.012 1.991 1.735
H -4.004 -3.318 3.060
H -4.336 -4.785 2.228
H 2.215 -2.020 -1.340
H 2.170 -3.167 -0.067
H 4.655 -2.555 -0.265
H 6.349 -1.464 1.112
H 5.704 0.269 2.628
H 3.425 0.986 2.748
H 1.747 -0.072 1.392
C -2.544 -5.045 -6.775
O -3.285 -5.218 -5.565
C -3.277 -4.156 -4.764
O -2.716 -3.115 -4.979
O -3.996 -4.446 -3.684
C -4.072 -3.384 -2.729
H -2.633 -5.975 -7.327
H -2.960 -4.233 -7.367
H -1.495 -4.853 -6.559
H -4.549 -2.510 -3.174
H -3.085 -3.131 -2.368
H -4.679 -3.740 -1.911
C 7.054 0.458 -2.516
O 8.148 -0.051 -3.282
C 8.544 -1.266 -2.915
O 8.067 -1.927 -2.031
O 9.559 -1.625 -3.696
C 10.089 -2.921 -3.411
H 6.826 1.445 -2.907
H 6.184 -0.177 -2.623
H 7.326 0.546 -1.466
H 9.330 -3.687 -3.555
H 10.478 -2.963 -2.396
H 10.901 -3.083 -4.113
C -1.501 2.379 0.653
O -0.887 3.244 1.622
C -0.640 4.450 1.132
O -0.934 4.810 0.023
O -0.020 5.171 2.060
C 0.317 6.501 1.657
H -1.657 1.417 1.126
H -2.459 2.759 0.319
H -0.825 2.255 -0.193
H -0.579 7.065 1.407
H 1.002 6.485 0.812
H 0.806 6.964 2.508
C -1.086 3.876 4.589
O -1.549 3.863 5.947
C -1.202 4.933 6.651
O -0.560 5.869 6.251
O -1.690 4.796 7.884
C -1.389 5.886 8.756
H -1.429 2.959 4.127
H -1.502 4.720 4.049
H 0.000 3.903 4.553
H -1.817 6.812 8.377
H -0.314 5.994 8.881
H -1.840 5.648 9.714
C -1.324 3.843 -3.259
O -0.660 3.049 -4.241
C -0.403 1.829 -3.788
O -0.677 1.413 -2.693
O 0.163 1.120 -4.758
C 0.437 -0.227 -4.379
H -1.522 4.813 -3.706
H -2.268 3.377 -2.986
H -0.703 3.983 -2.378
H -0.484 -0.747 -4.121
H 1.134 -0.262 -3.542
H 0.883 -0.702 -5.242

Results of the Mulliken charge analysis, in e, for atoms 1 through 5:
1 C -1.71
2 C 0.74
3 C -1.51
4 B -0.01
5 O 0.12